Entry 1:
C56H47AsN2O9P2S2Ti as an isolated structure in a non-equilibrium geometry. Source: the OMol25 dataset; level of theory: wB97M-V/def2-TZVPD.

As for the molecular weight: 1140.9 Da. As for the net charge: +1. The value obtained for the total energy is -7512.9528 a.u. As for the multiplicity: 2. For the energy above the lowest of the compared OMol25 structures with the same formula, charge and spin, the calculation gives 156.3 kcal per mole.

Positions of all 120 atoms, in Å:
Ti 0.05 0.55 -2.30
O -1.24 -0.16 -1.51
S -1.49 -0.42 0.53
C -2.82 -1.59 0.33
C -3.58 -2.20 -0.64
C -4.43 -3.24 -0.19
C -4.42 -3.66 1.14
C -5.05 -4.85 1.85
C -4.29 -4.96 3.21
C -3.33 -3.80 3.21
C -1.99 -3.68 3.89
C -1.40 -1.10 3.49
C -1.89 -1.03 2.26
P 1.59 -2.89 2.14
C 0.36 -3.87 2.97
C 1.25 -3.32 3.99
C 0.75 -2.59 5.18
C -0.51 -2.26 5.45
C -1.68 -2.23 4.49
C -0.94 -4.00 2.83
C 3.02 -3.99 1.83
C 4.30 -3.58 2.17
C 5.40 -4.38 1.89
C 5.22 -5.59 1.23
C 3.95 -6.00 0.86
C 2.85 -5.20 1.15
C -2.83 -1.95 1.65
C -3.56 -3.04 2.07
C -2.23 1.21 0.62
C -3.59 1.31 0.54
C -4.28 2.50 0.83
C -3.56 3.57 1.27
C -4.00 4.93 1.77
C -2.68 5.66 2.14
C -1.59 4.68 1.80
C -0.23 4.77 1.91
C 0.54 3.70 1.43
C 0.01 2.54 0.90
P 1.21 1.44 0.05
C 2.45 1.17 1.38
C 3.77 1.60 1.39
C 4.56 1.42 2.52
C 4.04 0.81 3.65
C 2.72 0.38 3.66
C 1.94 0.56 2.53
C 2.17 2.55 -1.06
C 3.27 1.95 -1.67
C 4.04 2.64 -2.59
C 3.70 3.94 -2.94
C 2.59 4.54 -2.35
C 1.83 3.85 -1.42
C -1.41 2.36 0.92
C -2.15 3.49 1.31
H -3.55 -1.91 -1.68
H -5.07 -3.74 -0.91
H -6.12 -4.67 2.02
H -4.97 -5.75 1.25
H -4.99 -4.89 4.05
H -3.77 -5.92 3.32
H -1.93 -4.39 4.72
H -0.75 -0.33 3.87
H 2.07 -3.99 4.25
H 1.47 -2.47 5.98
H -0.72 -1.89 6.45
H -2.56 -1.93 5.08
H -1.32 -4.22 1.84
H 4.44 -2.63 2.68
H 6.39 -4.06 2.18
H 6.08 -6.22 1.03
H 3.81 -6.94 0.35
H 1.86 -5.53 0.87
H -4.17 0.43 0.29
H -5.36 2.52 0.76
H -4.57 5.47 1.01
H -4.66 4.82 2.64
H -2.56 6.59 1.59
H -2.65 5.91 3.20
H 0.25 5.65 2.31
H 1.62 3.81 1.45
H 4.21 2.10 0.53
H 5.58 1.77 2.51
H 4.66 0.67 4.53
H 2.29 -0.09 4.54
H 0.90 0.25 2.55
H 3.53 0.93 -1.42
H 4.90 2.16 -3.05
H 4.29 4.48 -3.67
H 2.31 5.55 -2.63
H 0.97 4.33 -0.98
O -2.44 4.20 -2.58
As -1.96 2.64 -3.18
O -3.24 1.65 -3.07
O -0.54 2.30 -2.21
C -1.23 3.12 -4.89
C -1.73 4.27 -5.48
C -1.23 4.70 -6.70
C -0.23 4.00 -7.34
C 0.28 2.84 -6.78
C -0.21 2.41 -5.56
S 0.45 0.91 -4.93
O -0.71 0.28 -4.15
O 0.94 0.11 -6.00
O 1.41 1.22 -3.86
H -3.18 4.04 -1.98
H -2.51 4.83 -4.98
H -1.64 5.60 -7.16
H 0.14 4.34 -8.30
H 1.05 2.27 -7.28
C 3.67 -1.36 -3.45
O 2.53 -2.14 -3.86
C 1.40 -1.92 -3.22
O 1.31 -1.08 -2.30
N 0.41 -2.68 -3.67
N -0.85 -2.69 -3.06
H 4.49 -1.73 -4.05
H 3.87 -1.53 -2.39
H 3.49 -0.31 -3.64
H 0.58 -3.16 -4.55
H -1.26 -3.60 -3.21
H -1.43 -1.96 -3.46

---

Entry 2:
A 4-piece molecular cluster, C56H47BBrF3N3O11 overall in a non-equilibrium geometry. Source: the OMol25 dataset; level of theory: wB97M-V/def2-TZVPD.

As for the molecular weight: 1085.7 Da. As for the net charge: +1. The value obtained for the total energy is -6052.5525 a.u.

Positions of all 122 atoms, in Å:
C 0.33 -1.98 2.21
C 0.87 -0.82 1.48
O 2.01 -0.44 1.57
O -0.03 -0.14 0.71
C -0.40 -0.71 -0.54
C 0.76 -1.03 -1.47
C 0.21 -1.18 -2.89
N 0.79 -2.29 -3.64
N 2.07 -2.20 -4.07
C 2.27 -3.27 -4.76
C 3.52 -3.65 -5.39
C 4.61 -3.76 -4.34
O 4.58 -5.11 -3.91
C 4.70 -5.32 -2.54
C 3.34 -5.57 -1.95
F 2.66 -4.43 -1.74
F 2.58 -6.32 -2.75
F 3.43 -6.20 -0.79
N 1.15 -4.04 -4.79
B 1.00 -5.38 -5.51
O 0.92 -6.52 -4.86
O 0.89 -5.36 -6.85
C 0.24 -3.41 -4.04
C -1.10 -3.93 -3.76
C -1.60 -3.58 -2.36
C -2.30 -4.75 -1.68
Br -1.32 -5.30 -0.10
H -0.20 -1.63 3.08
H -0.32 -2.59 1.60
H 1.16 -2.57 2.54
H -1.00 0.04 -1.01
H -1.02 -1.58 -0.38
H 1.28 -1.92 -1.19
H 1.44 -0.20 -1.43
H 0.47 -0.30 -3.44
H -0.86 -1.24 -2.90
H 3.79 -2.97 -6.17
H 3.42 -4.65 -5.78
H 5.57 -3.47 -4.71
H 4.37 -3.10 -3.53
H 5.30 -6.19 -2.36
H 5.16 -4.51 -2.01
H 1.00 -6.46 -3.90
H 1.36 -4.62 -7.24
H -1.78 -3.67 -4.55
H -1.02 -5.00 -3.80
H -2.23 -2.72 -2.40
H -0.73 -3.34 -1.78
H -3.26 -4.45 -1.35
H -2.38 -5.60 -2.32
C 12.38 -0.06 -0.94
C 12.78 1.00 -0.12
C 11.88 1.57 0.76
C 10.58 1.09 0.84
C 10.18 0.04 0.01
C 11.09 -0.54 -0.87
C 8.78 -0.46 0.04
O 8.42 -1.38 -0.67
C 7.82 0.19 0.97
C 6.50 -0.23 0.99
C 5.59 0.34 1.85
C 6.00 1.35 2.72
C 7.32 1.79 2.71
C 8.23 1.21 1.83
C 9.64 1.71 1.82
O 10.00 2.58 2.57
H 13.09 -0.50 -1.62
H 13.79 1.38 -0.19
H 12.18 2.39 1.40
H 10.77 -1.36 -1.50
H 6.19 -1.01 0.31
H 4.56 0.01 1.85
H 5.29 1.80 3.40
H 7.64 2.57 3.37
C -5.54 3.83 -3.56
C -4.43 3.08 -3.93
C -4.08 1.95 -3.22
C -4.84 1.55 -2.13
C -5.95 2.31 -1.75
C -6.30 3.44 -2.47
C -6.77 1.94 -0.56
O -7.73 2.60 -0.22
C -6.35 0.74 0.23
C -7.05 0.40 1.37
C -6.68 -0.71 2.11
C -5.61 -1.50 1.69
C -4.90 -1.16 0.55
C -5.26 -0.04 -0.18
C -4.47 0.32 -1.39
O -3.53 -0.37 -1.74
H -5.81 4.71 -4.12
H -3.83 3.39 -4.78
H -3.22 1.36 -3.51
H -7.17 4.01 -2.18
H -7.88 1.02 1.69
H -7.22 -0.97 3.00
H -5.32 -2.37 2.26
H -4.07 -1.76 0.22
C -5.77 5.68 8.92
C -5.31 4.37 8.78
C -5.18 3.80 7.53
C -5.52 4.53 6.40
C -6.00 5.84 6.53
C -6.11 6.41 7.79
C -6.41 6.64 5.34
O -6.82 7.77 5.46
C -6.31 5.99 4.00
C -6.74 6.68 2.88
C -6.64 6.10 1.63
C -6.11 4.83 1.49
C -5.69 4.12 2.61
C -5.80 4.70 3.87
C -5.36 3.91 5.06
O -4.90 2.79 4.93
H -5.86 6.12 9.90
H -5.05 3.80 9.66
H -4.82 2.79 7.42
H -6.47 7.42 7.89
H -7.15 7.68 3.00
H -6.98 6.64 0.75
H -6.03 4.37 0.51
H -5.28 3.13 2.51

---

Entry 3:
C56H48As2CdClFI2NO4P2Te as an isolated structure. Source: the OMol25 dataset; level of theory: wB97M-V/def2-TZVPD.

As for the molecular weight: 1559.1 Da. As for the net charge: -1. The value obtained for the total energy is -9263.8004 a.u. For the energy above the lowest of the compared OMol25 structures with the same formula, charge and spin, the calculation gives 4.4 kcal per mole.

Positions of all 119 atoms, in Å:
Cd 0.52 0.85 0.41
O 1.91 3.87 1.87
Cl 0.51 3.74 1.61
O -0.22 4.86 2.09
O 0.03 2.51 2.25
O 0.31 3.57 0.17
Te -4.83 -0.59 0.80
C -5.92 0.39 2.34
C -6.09 -0.15 3.61
C -6.87 0.53 4.54
N -7.50 1.67 4.28
C -7.35 2.18 3.06
C -6.58 1.58 2.07
C -2.83 -0.12 1.19
P -2.07 1.06 0.11
C -2.60 0.82 -1.64
C -1.75 0.16 -2.52
C -2.11 0.00 -3.85
C -3.32 0.48 -4.31
C -4.18 1.14 -3.44
C -3.82 1.31 -2.11
C -2.84 2.66 0.51
C -3.51 2.85 1.71
C -4.05 4.09 2.04
C -3.92 5.15 1.16
C -3.24 4.98 -0.04
C -2.70 3.74 -0.36
P -1.94 -1.42 1.91
C -2.29 -3.07 1.22
C -1.59 -3.55 0.11
C -1.95 -4.76 -0.47
C -3.01 -5.50 0.04
C -3.72 -5.02 1.13
C -3.36 -3.82 1.72
C -2.48 -1.57 3.65
C -2.91 -0.42 4.31
C -3.14 -0.44 5.68
C -2.93 -1.61 6.40
C -2.47 -2.75 5.75
C -2.24 -2.73 4.39
H -5.62 -1.08 3.88
H -6.99 0.12 5.54
H -7.87 3.11 2.86
H -6.48 2.07 1.10
H -0.81 -0.25 -2.16
H -1.43 -0.52 -4.53
H -3.61 0.35 -5.35
H -5.13 1.52 -3.79
H -4.48 1.83 -1.44
H -3.60 2.02 2.40
H -4.57 4.22 2.98
H -4.33 6.12 1.41
H -3.11 5.81 -0.72
H -2.16 3.62 -1.29
H -0.78 -2.96 -0.28
H -1.40 -5.12 -1.32
H -3.30 -6.43 -0.42
H -4.56 -5.58 1.53
H -3.94 -3.45 2.56
H -3.05 0.49 3.74
H -3.48 0.46 6.18
H -3.10 -1.62 7.47
H -2.28 -3.65 6.32
H -1.85 -3.61 3.90
C 3.92 -0.36 -2.90
C 3.62 1.06 -2.44
As 2.95 1.61 -0.66
C 4.49 1.41 0.48
C 5.74 1.06 -0.02
C 6.82 0.95 0.84
C 6.66 1.18 2.20
C 5.41 1.52 2.70
C 4.33 1.63 1.84
C 3.00 3.49 -1.11
C 3.88 4.37 -0.50
C 3.90 5.71 -0.88
C 3.03 6.17 -1.86
C 2.14 5.29 -2.46
C 2.12 3.96 -2.08
As 2.40 -1.64 -2.96
C 3.05 -2.69 -4.48
C 4.36 -3.16 -4.57
C 4.77 -3.91 -5.66
C 3.86 -4.22 -6.67
C 2.56 -3.76 -6.59
C 2.16 -3.00 -5.50
C 3.06 -2.89 -1.62
C 3.87 -2.51 -0.56
C 4.30 -3.44 0.37
C 3.91 -4.77 0.26
C 3.09 -5.16 -0.79
C 2.68 -4.23 -1.73
H 4.75 -0.81 -2.36
H 4.22 -0.28 -3.95
H 2.88 1.51 -3.10
H 4.52 1.67 -2.54
H 5.89 0.87 -1.07
H 7.80 0.67 0.45
H 7.50 1.09 2.87
H 5.27 1.67 3.76
H 3.35 1.88 2.25
H 4.55 4.02 0.27
H 4.58 6.39 -0.39
H 3.04 7.21 -2.14
H 1.44 5.65 -3.21
H 1.39 3.29 -2.53
H 5.07 -2.95 -3.77
H 5.79 -4.28 -5.71
H 4.18 -4.82 -7.52
H 1.85 -4.00 -7.37
H 1.13 -2.65 -5.44
H 4.18 -1.48 -0.44
H 4.91 -3.12 1.20
H 4.22 -5.49 1.01
H 2.77 -6.19 -0.88
H 2.05 -4.54 -2.56
I 0.51 -1.03 2.67
I 3.09 -0.99 4.40
F 0.01 -1.02 -0.50

---

Entry 4:
C56H48AsCuNP2S as an isolated structure. Source: the OMol25 dataset; level of theory: wB97M-V/def2-TZVPD.

As for the molecular weight: 967.5 Da. As for the net charge: +2. The value obtained for the total energy is -7174.2387 a.u. As for the multiplicity: 2. For the energy above the lowest of the compared OMol25 structures with the same formula, charge and spin, the calculation gives 1.2 kcal per mole.

Positions of all 110 atoms, in Å:
Cu -0.47 -0.37 0.34
C -3.26 -2.06 0.93
C -3.34 -1.88 -0.60
P -2.32 -0.44 -1.09
C -1.87 -0.66 -2.82
C -0.63 -0.18 -3.23
C -0.25 -0.30 -4.56
C -1.11 -0.90 -5.47
C -2.34 -1.39 -5.06
C -2.72 -1.27 -3.73
C -3.44 0.97 -0.94
C -3.70 1.48 0.33
C -4.60 2.53 0.49
C -5.22 3.08 -0.63
C -4.94 2.58 -1.89
C -4.06 1.53 -2.06
P -1.50 -2.10 1.44
C -1.44 -1.93 3.23
C -2.58 -2.04 4.02
C -2.48 -1.93 5.40
C -1.24 -1.73 5.99
C -0.10 -1.63 5.20
C -0.20 -1.73 3.83
C -0.94 -3.76 1.01
C -0.61 -4.02 -0.32
C -0.22 -5.29 -0.71
C -0.14 -6.30 0.24
C -0.45 -6.04 1.57
C -0.85 -4.77 1.96
H -3.76 -2.98 1.24
H -3.75 -1.22 1.44
H -4.37 -1.73 -0.92
H -2.95 -2.77 -1.10
H 0.06 0.25 -2.51
H 0.72 0.06 -4.88
H -0.81 -0.99 -6.51
H -3.00 -1.87 -5.77
H -3.69 -1.65 -3.42
H -3.19 1.08 1.20
H -4.80 2.92 1.47
H -5.91 3.90 -0.50
H -5.43 3.02 -2.76
H -3.84 1.15 -3.05
H -3.55 -2.21 3.58
H -3.36 -2.02 6.02
H -1.16 -1.65 7.07
H 0.87 -1.48 5.67
H 0.70 -1.67 3.21
H -0.63 -3.22 -1.06
H 0.03 -5.49 -1.74
H 0.17 -7.29 -0.06
H -0.39 -6.83 2.30
H -1.10 -4.58 2.99
N 0.01 1.52 0.30
S -0.59 2.67 -0.67
C 0.79 3.56 -1.35
C 1.15 3.25 -2.65
C 2.21 3.92 -3.24
C 2.89 4.90 -2.52
C 2.52 5.20 -1.22
C 1.47 4.54 -0.62
C -1.33 3.93 0.36
C -1.38 3.76 1.73
C -2.02 4.73 2.50
C -2.60 5.83 1.88
C -2.54 5.97 0.50
C -1.91 5.02 -0.27
H 0.85 1.84 0.77
H 0.59 2.51 -3.21
H 2.49 3.69 -4.26
H 3.71 5.44 -2.99
H 3.05 5.98 -0.67
H 1.16 4.79 0.39
H -0.93 2.89 2.19
H -2.07 4.62 3.57
H -3.10 6.58 2.48
H -3.00 6.83 0.02
H -1.86 5.12 -1.35
C 4.23 -4.14 3.17
C 4.59 -2.80 3.18
C 3.91 -1.88 2.40
C 2.86 -2.31 1.60
C 2.49 -3.65 1.58
C 3.18 -4.57 2.36
As 1.90 -1.04 0.50
C 2.94 0.58 0.56
C 3.14 1.42 1.65
C 3.91 2.56 1.48
C 4.47 2.85 0.24
C 4.25 2.01 -0.85
C 3.49 0.86 -0.69
C 3.22 -0.15 -1.74
C 3.66 -0.09 -3.06
C 3.38 -1.13 -3.93
C 2.66 -2.24 -3.50
C 2.19 -2.30 -2.19
C 2.48 -1.26 -1.33
H 4.77 -4.85 3.78
H 5.42 -2.47 3.80
H 4.22 -0.85 2.40
H 1.68 -4.00 0.95
H 2.91 -5.61 2.34
H 2.71 1.19 2.62
H 4.10 3.22 2.32
H 5.08 3.73 0.12
H 4.69 2.26 -1.80
H 4.24 0.76 -3.40
H 3.75 -1.09 -4.95
H 2.46 -3.05 -4.18
H 1.62 -3.16 -1.86